Entry 1:
C3H11N | ωB97M-V with the def2-TZVPD basis set

- SMILES = CCC.N
- HOMO energy (eV) = -10.153
- charge = 0
- Kohn-Sham gap (eV) = 11.07
- ΔE to the lowest compared entry with this formula, charge and spin (kJ/mol) = 11.75
- spin multiplicity = 1

CARTESIAN COORDINATES (ANGSTROEM)
C: 0.6836 1.2561 -1.2449
C: 0.6153 -0.2593 -1.2482
C: -0.7312 -0.8770 -1.5565
H: 0.2023 1.6664 -2.1458
H: 1.7005 1.6424 -1.2824
H: 0.1490 1.7293 -0.4225
H: 0.8019 -0.5539 -0.2288
H: 1.4654 -0.7259 -1.7293
H: -0.7329 -1.9419 -1.3273
H: -1.4990 -0.4361 -0.9102
H: -1.1378 -0.7527 -2.5646
N: -0.4121 -0.0558 3.5849
H: 0.2368 -0.3154 2.8525
H: -0.4800 -0.8484 4.2078
H: -1.2822 0.1040 3.1352

Forces on atoms 1 to 2 (eV/Å):
C -0.40 0.58 -1.25
C 0.12 -0.01 1.05

Charges in e, computed with Löwdin, in the same order as the atoms: -0.126 -0.332 -0.129 0.071 0.066 0.068 0.079 0.097 0.066 0.071 0.069 0.015 -0.004 0.004 -0.015

=====

Entry 2:
C27H26GaN9O5S | ωB97M-V with the def2-TZVPD basis set

- HOMO energy (eV) = -7.417
- charge = 0
- Kohn-Sham gap (eV) = 5.90
- ΔE to the lowest compared entry with this formula, charge and spin (kJ/mol) = 155.30
- spin multiplicity = 1

CARTESIAN COORDINATES (ANGSTROEM)
Ga: -0.2196 0.8492 -0.2473
O: -3.9408 -0.3130 5.4153
C: -2.9666 0.4493 5.4767
O: -2.4631 1.0275 6.4442
C: -2.1859 0.6213 4.1208
C: -0.8859 1.1039 4.0466
C: -0.2312 1.2352 2.8228
N: -0.8626 0.8200 1.6986
C: -2.1327 0.3190 1.7378
C: -2.8097 0.2212 2.9671
C: -2.6013 -0.3726 0.4443
O: -3.6834 -0.9759 0.3200
O: -1.6949 -0.3462 -0.4827
H: -0.4432 1.3314 4.9637
H: 0.6263 1.8012 2.6558
H: -3.7797 -0.2344 3.1360
C: 0.9070 -4.2658 -3.7157
C: 1.9522 -3.0739 -3.6715
N: 1.3146 -1.7941 -3.5845
C: 0.7683 -1.1728 -4.7912
C: -0.7706 -1.3944 -5.0457
C: 1.0371 -1.2461 -2.3633
S: 0.6415 0.4790 -2.3938
N: 1.1295 -2.0729 -1.3279
C: 1.0895 -1.7550 -0.0468
O: 1.0525 -0.5990 0.4171
C: 1.0573 -2.8747 0.9127
C: 1.0844 -4.1496 0.2862
C: 0.7754 -5.2715 1.0434
C: 0.4495 -5.1078 2.3907
C: 0.4999 -3.9026 3.0102
C: 0.8335 -2.7692 2.2494
H: 1.5126 -5.1586 -3.6561
H: 0.2546 -4.1994 -4.5605
H: 0.3197 -4.2063 -2.8116
H: 2.6027 -3.0453 -4.5718
H: 2.5701 -3.1853 -2.7380
H: 1.3960 -1.6172 -5.5504
H: 1.0890 -0.1746 -4.8036
H: -1.1238 -2.4421 -4.9768
H: -1.0567 -0.9472 -5.9976
H: -1.4469 -0.8286 -4.4113
H: 1.3772 -4.2414 -0.7279
H: 0.7529 -6.2867 0.6742
H: 0.2590 -6.0473 2.8611
H: 0.3027 -3.8690 4.1122
H: 0.9225 -1.8335 2.7193
N: 3.0673 1.2454 0.6814
C: 2.4584 2.4519 0.7226
N: 3.2079 3.5001 1.1504
C: 2.5233 4.6576 1.1897
N: 3.0858 5.7721 1.6839
N: 1.2494 4.8558 0.6539
C: 0.6374 3.7122 0.3342
N: 1.1932 2.4940 0.2743
C: -0.7555 3.7872 -0.1039
C: -1.5263 4.9338 -0.0609
C: -2.8259 4.8437 -0.5801
C: -3.3089 3.6816 -1.1102
C: -2.5005 2.5405 -1.0624
N: -1.2453 2.6545 -0.5665
H: 4.0032 1.2032 1.0990
H: 2.5962 0.4125 0.3622
H: 4.0364 5.7006 2.0238
H: 2.5410 6.5903 1.6900
H: -1.1060 5.7488 0.4864
H: -3.5177 5.6066 -0.5682
H: -4.3129 3.5854 -1.5162
H: -2.7796 1.5379 -1.2335

Forces on atoms 1 to 2 (eV/Å):
Ga 0.56 -0.30 0.35
O -0.15 0.11 -0.48

Charges in e, computed with Löwdin, in the same order as the atoms: 0.163 -0.025 -0.697 -0.026 -0.078 0.035 -0.050 0.058 -0.100 0.078 -0.520 0.074 -0.059 0.099 0.086 0.133 -0.045 -0.191 -0.154 -0.223 -0.048 -0.577 0.841 0.121 -0.403 -0.059 -0.125 0.001 -0.055 -0.093 -0.054 -0.003 0.068 0.049 0.057 0.123 0.123 0.109 0.054 0.073 0.069 0.056 0.079 0.104 0.101 0.131 0.102 0.204 -0.402 0.181 -0.396 0.183 0.187 -0.255 0.127 -0.190 0.053 -0.015 -0.003 -0.012 0.079 0.132 0.069 0.122 0.096 0.113 0.094 0.126 0.106

=====

Entry 3:
C29H38As2F3MnN6O3 | ωB97M-V with the def2-TZVPD basis set

- HOMO energy (alpha / beta) (eV) = -4.566 / -4.489
- charge = -1
- Kohn-Sham gap (alpha / beta) (eV) = 6.97 / 6.89
- ΔE to the lowest compared entry with this formula, charge and spin (kJ/mol) = 94.53
- spin multiplicity = 2

CARTESIAN COORDINATES (ANGSTROEM)
Mn: -0.0829 -0.3629 0.1630
N: 0.2464 1.8788 -0.4941
C: -1.1456 2.3573 -0.4334
C: -1.6555 1.9839 0.9626
O: -2.0093 2.8634 1.7599
N: -1.5659 0.6722 1.1684
C: -1.7221 0.2708 2.5521
C: -0.8783 -0.9692 2.8637
O: -1.0510 -1.6078 3.8965
O: 0.0391 -1.2325 1.9907
H: 0.8388 2.4499 0.1005
H: 0.6095 1.8972 -1.4397
H: -1.7029 1.7998 -1.1897
H: -1.2502 3.4299 -0.6096
H: -2.7607 0.0596 2.8311
H: -1.4059 1.0762 3.2296
C: 2.9791 2.7282 2.1493
As: 2.2297 0.9038 1.9467
C: 2.2280 0.4234 3.8467
C: 3.8589 -0.0338 1.3802
C: 5.1175 0.3540 1.8311
C: 6.2666 -0.2883 1.4018
C: 6.1644 -1.3445 0.5105
C: 4.9165 -1.7477 0.0637
C: 3.7533 -1.1028 0.4793
As: 1.9946 -1.7764 -0.1377
C: 2.5123 -2.4505 -1.8996
C: 2.0735 -3.4539 0.8785
H: 3.7658 2.7930 2.9022
H: 2.1592 3.3817 2.4500
H: 3.3716 3.0765 1.1935
H: 3.2079 0.5771 4.3013
H: 1.9176 -0.6154 3.9454
H: 1.4886 1.0495 4.3466
H: 5.2051 1.1777 2.5300
H: 7.2369 0.0329 1.7602
H: 7.0541 -1.8583 0.1678
H: 4.8557 -2.5837 -0.6228
H: 3.2495 -3.2507 -1.8449
H: 2.9023 -1.6210 -2.4869
H: 1.6095 -2.8176 -2.3864
H: 3.1082 -3.7821 0.9762
H: 1.5076 -4.2270 0.3624
H: 1.6289 -3.2716 1.8548
F: 0.9924 -0.9714 -9.3806
C: 0.1172 -0.1168 -8.8193
F: -1.0919 -0.3994 -9.3584
F: 0.4382 1.1149 -9.2810
C: 0.1050 -0.1825 -7.3306
C: -0.7604 0.6530 -6.6295
C: -0.7929 0.6172 -5.2520
C: 0.0401 -0.2531 -4.5258
C: 0.9002 -1.0880 -5.2552
C: 0.9334 -1.0539 -6.6368
C: -0.0017 -0.2801 -3.1050
C: -0.1032 -0.3339 -1.8820
H: -1.4103 1.3324 -7.1671
H: -1.4667 1.2633 -4.7057
H: 1.5435 -1.7714 -4.7192
H: 1.6061 -1.7070 -7.1758
C: -3.0918 -1.7811 0.3823
N: -4.1475 -2.7807 0.2078
C: -4.2599 -3.0945 -1.2134
N: -3.0025 -3.5985 -1.7664
C: -1.9745 -2.5775 -1.5575
N: -1.7870 -2.2465 -0.1329
C: -1.4484 -3.4867 0.5780
N: -2.4705 -4.5220 0.4182
C: -3.7396 -3.9919 0.9184
C: -2.6247 -4.7919 -1.0101
H: -2.9958 -1.5700 1.4449
H: -3.3585 -0.8566 -0.1286
H: -4.5479 -2.1910 -1.7558
H: -5.0374 -3.8515 -1.3523
H: -2.2426 -1.6700 -2.0962
H: -1.0243 -2.9350 -1.9614
H: -1.3032 -3.2623 1.6356
H: -0.5111 -3.8648 0.1697
H: -3.6300 -3.7597 1.9796
H: -4.5145 -4.7547 0.7984
H: -3.3941 -5.5573 -1.1463
H: -1.6784 -5.1738 -1.4024

Forces on atoms 1 to 2 (eV/Å):
Mn 0.03 -0.35 -0.10
N 0.05 0.00 0.15

Charges in e, computed with Löwdin, in the same order as the atoms: 0.334 -0.052 -0.172 -0.577 -0.029 -0.050 -0.156 -0.671 0.004 -0.263 0.046 0.064 0.099 0.105 0.116 0.118 -0.321 1.195 -0.286 -0.402 -0.120 -0.097 -0.096 -0.126 -0.379 1.204 -0.296 -0.262 0.007 0.018 0.019 0.018 0.021 0.028 0.085 0.098 0.098 0.084 0.016 0.030 0.010 0.022 0.012 0.024 0.122 -0.581 0.123 0.122 -0.148 -0.023 -0.022 -0.245 -0.023 -0.019 -0.136 -0.143 0.120 0.114 0.097 0.114 -0.160 -0.083 -0.184 -0.085 -0.190 -0.091 -0.168 -0.082 -0.174 -0.186 0.108 0.129 0.124 0.119 0.111 0.115 0.121 0.097 0.131 0.119 0.119 0.122

=====

Entry 4:
C14H18BN7O2Zn | ωB97M-V with the def2-TZVPD basis set

- HOMO energy (eV) = -8.637
- charge = 0
- Kohn-Sham gap (eV) = 8.97
- ΔE to the lowest compared entry with this formula, charge and spin (kJ/mol) = 0.00
- spin multiplicity = 1

CARTESIAN COORDINATES (ANGSTROEM)
H: -0.4730 2.9762 1.2555
N: 0.0387 1.6823 -0.3508
B: 0.6455 0.7904 -2.6266
N: 0.5589 1.9453 -1.6061
C: 0.7642 3.2686 -1.7663
Zn: -0.4977 -0.5918 0.2442
H: 1.1486 3.6569 -2.6973
C: 0.3625 3.9021 -0.5958
H: 0.3849 4.9564 -0.3976
C: -0.0715 2.8669 0.2596
H: 1.0001 1.1675 -3.7025
C: -1.8492 -2.1211 1.0374
H: -2.2849 -2.1937 2.0496
H: -0.9050 -2.7104 1.0372
H: -2.5579 -2.5558 0.3153
N: -0.7787 0.1609 -2.6221
N: 1.5651 -0.2825 -2.0189
N: -1.3726 -0.3387 -1.4665
N: 1.2249 -0.8745 -0.8134
C: -1.6274 0.0331 -3.6510
C: 2.6670 -0.8660 -2.5155
H: -1.3066 0.3588 -4.6334
H: 3.0542 -0.5567 -3.4761
C: -2.8069 -0.5371 -3.1716
C: 3.0801 -1.8446 -1.6171
C: -2.6125 -0.7501 -1.8024
C: 2.1652 -1.7933 -0.5536
H: -3.6793 -0.7935 -3.7380
H: 3.9114 -2.5124 -1.7180
H: -3.2750 -1.1719 -1.0594
H: 2.1452 -2.3467 0.3703
H: -1.9227 -0.9522 0.8896
O: -1.3264 1.6056 2.7260
C: -0.5358 0.7166 3.0236
C: 0.0085 0.4674 4.4335
C: 0.8923 -0.7479 4.2984
C: 0.7785 -1.1438 2.8281
O: 1.2867 -2.1496 2.3305
N: -0.0052 -0.2288 2.1632
H: 0.5629 1.3456 4.7807
H: -0.8342 0.2807 5.1087
H: 1.9393 -0.5329 4.5397
H: 0.5378 -1.5857 4.9086

Forces on atoms 1 to 2 (eV/Å):
H 0.03 -0.31 -0.11
N 0.37 1.01 -0.33

Charges in e, computed with Löwdin, in the same order as the atoms: 0.084 0.038 -0.499 -0.036 -0.084 0.643 0.115 -0.067 0.082 -0.128 0.118 -0.044 0.072 0.069 0.042 0.009 -0.010 -0.039 0.001 -0.053 -0.065 0.127 0.123 -0.053 -0.052 -0.114 -0.110 0.089 0.087 0.097 0.085 0.038 0.022 -0.471 -0.092 -0.093 -0.481 0.004 0.052 0.124 0.122 0.125 0.123

=====

Entry 5:
C5H12N2O4S | ωB97M-V with the def2-TZVPD basis set

- HOMO energy (alpha / beta) (eV) = -8.229 / -8.229
- charge = 0
- Kohn-Sham gap (alpha / beta) (eV) = 7.80 / 7.80
- ΔE to the lowest compared entry with this formula, charge and spin (kJ/mol) = 377.64
- spin multiplicity = 1

CARTESIAN COORDINATES (ANGSTROEM)
C: -1.1718 1.2477 -0.8807
C: -1.0779 3.6830 -1.1966
C: 0.4522 0.0928 1.5443
C: -0.9144 -1.8400 0.1969
C: -0.0612 -0.6035 0.2547
N: 1.7373 -0.5404 2.0101
N: -0.1647 -3.1408 0.4102
O: -1.9356 0.7322 -1.6550
O: 1.6677 0.6040 -1.3049
O: 2.1257 -1.7106 -0.7433
O: -0.6434 2.3364 -0.5902
S: 1.1118 -0.7035 -1.0610
H: -1.9778 3.9144 -0.5848
H: -1.2599 3.5486 -2.2429
H: -0.2391 4.3748 -0.9644
H: 0.6106 1.1900 1.4804
H: -0.3009 -0.0695 2.3716
H: -1.7568 -1.8172 0.8575
H: -1.2371 -1.7750 -0.7926
H: 2.4080 -0.4866 1.2649
H: 1.5601 -1.4678 2.2989
H: 0.6186 -3.1035 -0.1217
H: 0.2383 -3.2792 1.4577
H: 0.2102 -1.1865 -2.0090

Forces on atoms 1 to 2 (eV/Å):
C -0.31 -5.34 -0.64
C 0.02 -0.73 1.95

Charges in e, computed with Löwdin, in the same order as the atoms: -0.352 0.087 -0.233 -0.265 -0.323 0.013 0.020 0.104 -0.335 -0.363 -0.013 0.683 0.108 0.085 0.107 0.103 0.125 0.112 0.061 0.041 0.033 -0.037 0.138 0.101

=====

Entry 6:
C10H16O | ωB97M-V with the def2-TZVPD basis set

- SMILES = Cc1ccc(O)cc1.CCC
- HOMO energy (eV) = -8.604
- charge = 0
- Kohn-Sham gap (eV) = 9.47
- ΔE to the lowest compared entry with this formula, charge and spin (kJ/mol) = 153.56
- spin multiplicity = 1

CARTESIAN COORDINATES (ANGSTROEM)
C: 2.2109 0.3308 -1.5272
C: 1.5950 -0.7413 -0.6689
C: 1.7989 -2.0532 -1.1197
C: 1.3243 -3.0700 -0.3543
C: 0.5767 -2.8052 0.7853
O: 0.0400 -3.8698 1.4796
C: 0.4532 -1.5255 1.2918
C: 0.9200 -0.4491 0.4800
H: 3.2501 0.1506 -1.8197
H: 2.1764 1.2690 -0.9916
H: 1.6743 0.3194 -2.5023
H: 2.4396 -2.1933 -1.9859
H: 1.5069 -4.0954 -0.7671
H: 0.7517 -4.5323 1.6354
H: 0.0798 -1.3891 2.2972
H: 0.9582 0.5703 0.7536
C: -3.1518 2.1600 -0.1433
C: -1.8479 1.5206 0.3931
C: -0.9090 2.6829 0.6477
H: -2.9444 2.7324 -1.0408
H: -3.5533 2.8540 0.5626
H: -3.9159 1.3755 -0.2948
H: -2.0498 0.9590 1.2943
H: -1.5112 0.7591 -0.3012
H: -1.3998 3.5846 0.9040
H: -0.0388 2.3315 1.2258
H: -0.4341 3.1247 -0.2335

Forces on atoms 1 to 2 (eV/Å):
C -0.37 -0.21 -0.67
C 1.05 -0.09 -1.60

Charges in e, computed with Löwdin, in the same order as the atoms: -0.056 -0.300 -0.055 -0.037 -0.339 0.011 0.017 -0.043 0.077 0.067 0.094 0.118 0.134 0.120 0.116 0.075 -0.124 -0.307 -0.135 0.070 0.054 0.075 0.094 0.089 0.053 0.060 0.073